# 1
# C28H22Cl2F8NO5SSiTi

C28H22Cl2F8NO5SSiTi as an isolated structure (ωB97M-V with the def2-TZVPD basis set, OMol25).

```
! RIJCOSX wB97M-V def2-TZVPD def2/J DEFGRID3
* xyz -1 1
Ti 1.64 0.99 0.74
F -1.04 2.23 0.71
C -0.44 2.73 -0.41
C 0.79 2.22 -0.80
C 1.29 2.81 -1.94
F 2.50 2.39 -2.44
C 0.66 3.80 -2.66
F 1.20 4.33 -3.78
C -0.58 4.26 -2.23
F -1.22 5.22 -2.91
C -1.14 3.72 -1.08
F -2.33 4.17 -0.65
F 5.00 4.03 2.41
C 4.48 2.95 1.82
F 5.46 2.03 1.75
F 4.14 3.29 0.57
S 3.02 2.29 2.79
O 1.87 2.74 1.98
O 3.16 2.89 4.07
O 3.13 0.85 2.68
O 0.58 -0.64 0.48
Si -0.83 -1.34 0.16
C -1.44 -0.88 -1.57
C -0.56 -0.34 -2.50
C -0.96 -0.04 -3.80
C -2.26 -0.30 -4.19
C -3.15 -0.87 -3.29
C -2.74 -1.16 -2.00
C -0.64 -3.23 0.09
C 0.39 -3.75 -0.70
C 0.58 -5.11 -0.85
C -0.27 -6.00 -0.21
C -1.31 -5.51 0.56
C -1.49 -4.14 0.71
C -2.21 -0.93 1.38
C -2.25 -1.52 2.65
C -3.23 -1.20 3.58
C -4.20 -0.26 3.26
C -4.18 0.34 2.01
C -3.20 0.01 1.09
H 0.46 -0.12 -2.20
H -0.25 0.40 -4.49
H -2.58 -0.06 -5.20
H -4.17 -1.08 -3.59
H -3.45 -1.60 -1.31
H 1.05 -3.06 -1.23
H 1.39 -5.48 -1.47
H -0.13 -7.07 -0.32
H -1.99 -6.20 1.06
H -2.32 -3.79 1.31
H -1.48 -2.23 2.93
H -3.22 -1.66 4.56
H -4.96 0.00 3.98
H -4.93 1.08 1.75
H -3.19 0.51 0.13
Cl -1.31 2.41 5.55
C -1.06 2.00 3.84
Cl 0.05 0.65 3.62
H -0.63 2.86 3.34
H -2.02 1.72 3.42
C 3.48 -1.19 -1.67
C 3.94 0.07 -1.01
N 5.17 0.60 -1.36
O 3.23 0.64 -0.17
H 4.31 -1.76 -2.10
H 2.78 -0.94 -2.47
H 2.95 -1.79 -0.94
H 5.43 0.45 -2.33
H 5.26 1.56 -1.08
*
```

The HOMO-LUMO gap (alpha / beta) comes out at 0.175 / 0.171 hartree. Its lowest unoccupied orbital energy (alpha / beta) is 2.5 / 2.5 eV.

***

# 2
# C28H22F9IrN3O7PS2

C28H22F9IrN3O7PS2 as an isolated structure (ωB97M-V with the def2-TZVPD basis set, OMol25).

```
! RIJCOSX wB97M-V def2-TZVPD def2/J DEFGRID3
* xyz 1 2
Ir 0.58 0.72 -0.23
C -3.32 -2.76 -2.93
C -2.67 -1.57 -3.25
C -2.04 -0.84 -2.27
C -2.05 -1.30 -0.95
C -2.70 -2.48 -0.63
C -3.33 -3.22 -1.62
P -1.47 -0.16 0.33
C -1.36 -0.99 1.90
C -1.89 -0.37 3.04
C -1.75 -0.99 4.27
C -1.09 -2.21 4.37
C -0.57 -2.82 3.23
C -0.71 -2.22 2.00
C -2.66 1.17 0.21
C -3.99 1.19 0.53
C -4.78 2.28 0.11
C -4.24 3.30 -0.64
C -2.87 3.29 -1.01
C -2.25 4.30 -1.78
C -0.91 4.24 -2.08
C -0.12 3.16 -1.63
C -0.71 2.15 -0.91
C -2.09 2.20 -0.57
H -3.81 -3.33 -3.71
H -2.66 -1.22 -4.28
H -1.56 0.10 -2.52
H -2.74 -2.83 0.40
H -3.83 -4.14 -1.37
H -2.40 0.57 2.97
H -2.15 -0.52 5.16
H -0.98 -2.69 5.34
H -0.06 -3.77 3.31
H -0.28 -2.69 1.12
H -4.44 0.38 1.09
H -5.83 2.31 0.37
H -4.86 4.12 -0.95
H -2.84 5.14 -2.12
H -0.45 5.02 -2.66
H 0.94 3.15 -1.84
F 0.45 3.93 3.93
C 1.17 3.14 3.16
F 1.73 2.19 3.92
F 2.14 3.85 2.58
C 0.27 2.44 2.09
O -0.89 2.25 2.28
O 1.00 2.09 1.07
F -0.17 -3.48 -2.37
C 0.76 -2.80 -3.01
F 1.68 -3.60 -3.50
F 0.20 -2.12 -4.00
S 1.59 -1.56 -1.85
O 0.70 -1.38 -0.64
O 1.53 -0.32 -2.59
N 3.00 -2.04 -1.55
S 3.26 -3.40 -0.73
O 2.06 -4.17 -0.65
O 4.50 -3.94 -1.16
C 3.53 -2.78 1.00
F 3.28 -3.77 1.85
F 4.79 -2.38 1.16
F 2.72 -1.76 1.29
C 5.02 1.01 1.31
N 4.80 1.43 -0.07
C 3.65 1.22 -0.71
N 3.50 1.74 -1.95
O 2.73 0.59 -0.13
H 5.71 1.71 1.78
H 5.44 0.01 1.36
H 4.08 1.03 1.84
H 5.58 1.80 -0.58
H 4.28 2.19 -2.39
H 2.87 1.23 -2.56
*
```

Its expectation value of S² is 0.76. The HOMO-LUMO gap (alpha / beta) comes out at 0.286 / 0.211 hartree. Its lowest unoccupied orbital energy (alpha / beta) is -3.8 / -5.9 eV.

***

What did we get for ΔE to the lowest compared entry with this formula, charge and spin? Answer: 78.27, 152.82 kJ/mol, in the order shown.